No. 1
91
Properties=species:S:1:pos:R:3:forces:R:3 method="wB97M-V/def2-TZVPD" e_tot_ev=-138354.420 homo_ev="-6.10 / -12.30" total_charge=+1 largest_force_ev_per_a=3.9 multiplicity=4
Ti 0.146 -0.099 0.095 -0.2906 1.2179 0.2975
C -2.411 3.919 1.711 0.7236 0.2724 -0.9807
C -3.103 3.176 2.845 -0.5754 -1.5149 -0.6556
C -2.979 1.646 2.604 0.2314 0.8550 -1.4032
S -3.057 1.477 0.773 -0.6944 1.5337 1.9602
O -4.426 1.203 0.379 0.5205 -0.1352 -0.1469
O -1.994 0.616 0.340 0.3104 -1.3716 -0.6479
C -2.574 3.164 0.358 -1.2164 -0.5974 0.5016
H -1.328 3.984 1.901 -0.4046 0.1739 0.1006
H -2.852 4.922 1.611 0.4545 -0.2633 0.0401
H -4.163 3.441 2.914 0.1288 -0.0093 -0.0795
H -2.654 3.347 3.791 0.4446 0.5810 0.8323
H -3.786 1.093 3.024 -0.6445 -0.5111 0.2567
H -2.015 1.233 2.884 0.0774 0.1318 0.0652
H -3.416 3.489 -0.230 -0.4391 0.4629 -0.0774
H -1.759 3.019 -0.335 0.5903 0.3884 0.3651
C -2.693 -4.145 1.642 0.0065 -0.3683 -0.3293
C -1.772 -5.318 1.260 -1.0210 -0.3691 -0.2844
C -0.613 -4.792 0.474 0.9391 0.7328 0.2546
S -0.310 -3.134 1.152 -0.4258 0.2314 -1.0258
O -0.293 -2.173 0.060 -0.6232 -0.9911 -0.5071
O 0.808 -3.075 2.025 1.0957 -0.5435 0.9117
C -1.806 -2.999 2.086 0.6833 1.2868 1.4014
H -3.378 -4.521 2.384 -0.2758 0.3092 0.4077
H -3.280 -3.861 0.775 -0.1362 0.2617 -0.1474
H -2.307 -6.096 0.681 0.1837 0.4224 0.4010
H -1.462 -5.753 2.193 0.4539 -0.4200 0.3025
H -0.760 -4.707 -0.599 -0.1103 0.0827 -0.0004
H 0.311 -5.303 0.694 0.2975 -0.3643 -0.2029
H -2.113 -1.954 1.883 -0.3143 -0.5842 -0.0163
H -1.385 -2.958 3.144 -1.0062 -0.5987 -1.0927
C 0.619 2.848 -4.459 2.0294 -1.2793 -0.8052
C 0.904 1.358 -4.217 -0.0320 -0.8290 -0.7419
C 1.597 1.218 -2.866 -0.9951 0.2308 -0.1389
S 1.015 2.612 -1.858 -0.0337 -0.3331 0.9791
O 2.204 3.360 -1.436 -1.5017 -0.6562 -0.2716
O 0.023 2.139 -0.842 1.7123 0.5838 -1.2427
C 0.092 3.459 -3.179 0.0814 -0.1305 -0.2801
H 0.062 3.007 -5.366 -0.8296 0.0984 0.0048
H 1.623 3.213 -4.755 -0.4299 0.6683 0.6217
H 1.583 0.856 -4.986 -1.1140 0.8586 0.7111
H -0.074 0.865 -4.212 0.4089 -0.3145 0.1006
H 2.643 1.420 -2.938 0.8114 -0.0393 -0.0759
H 1.391 0.251 -2.412 0.0543 0.2010 0.3193
H 0.377 4.486 -3.282 -0.0979 0.7903 0.9141
H -0.980 3.316 -2.974 0.4510 -0.0645 -0.2170
C 5.581 0.157 -0.670 0.5106 -0.6956 2.1208
C 5.297 -0.967 -1.621 0.8377 1.0430 -1.5490
C 4.439 -1.958 -0.946 -0.3420 -1.2083 0.6959
S 3.420 -1.057 0.236 0.6709 0.4322 -1.1204
O 3.695 -1.526 1.563 -0.9179 -0.8374 0.5626
O 2.093 -0.935 -0.390 1.1981 -0.4378 0.5587
C 4.336 0.476 0.139 -0.2660 -0.3731 1.0469
H 5.983 1.020 -1.078 0.4761 1.6613 -1.4248
H 6.385 -0.106 0.042 -0.4413 -0.3458 -0.0781
H 6.223 -1.397 -2.021 -0.2280 -0.0499 0.1994
H 4.820 -0.483 -2.464 -0.4743 -0.2800 -0.4492
H 5.047 -2.659 -0.388 0.1390 -0.0202 0.5305
H 3.831 -2.583 -1.574 -0.5246 0.0593 -0.4279
H 4.615 0.610 1.193 -0.2996 0.3882 -0.3833
H 3.610 1.219 -0.154 0.2373 0.5480 -0.5084
C 3.108 0.922 4.834 -0.5871 -0.8748 0.9696
C 1.894 0.028 5.233 1.9592 -0.4104 -1.5414
C 1.357 -0.445 3.898 -1.4676 1.8818 -0.0458
S 1.285 1.130 2.971 -0.6493 0.0505 0.4041
O 0.030 1.848 3.247 1.5208 -0.8354 -0.2800
O 1.739 0.930 1.613 -0.3730 0.0637 -1.2571
C 2.619 1.934 3.825 0.6538 1.8635 1.0345
H 3.749 0.194 4.311 0.5313 0.5623 0.5611
H 3.489 1.367 5.781 0.4100 -0.2533 -1.0823
H 1.216 0.484 5.913 -0.8060 0.3812 0.2931
H 2.318 -0.858 5.629 0.2697 -0.7668 1.2116
H 0.311 -0.631 3.988 -0.8188 -0.7752 -0.1423
H 1.873 -1.228 3.349 0.2347 0.2280 0.0468
H 2.186 2.788 4.382 -0.0195 -0.3680 -0.4397
H 3.445 2.369 3.205 -1.0226 -0.6961 0.0182
C -3.852 -1.045 -4.387 -0.3699 0.4852 -0.7227
C -4.409 -1.511 -3.102 -3.1468 0.8661 2.1586
C -3.692 -0.880 -1.909 1.4183 0.1234 -0.4211
S -2.181 -0.193 -2.682 -0.6949 -0.9373 -0.6849
O -0.925 -0.566 -2.102 0.9674 -0.3136 0.9921
O -2.406 1.175 -3.011 -0.2453 1.6441 0.1609
C -2.378 -1.088 -4.192 0.0081 -0.1154 -0.0627
H -4.186 -0.036 -4.675 0.1323 -0.3767 0.1453
H -4.237 -1.762 -5.075 0.1226 -0.2199 -1.2077
H -4.477 -2.595 -3.088 0.3080 -0.1002 0.3095
H -5.469 -1.122 -2.983 0.9429 -0.8149 -0.3758
H -3.396 -1.507 -1.082 0.0821 -0.3928 0.0733
H -4.192 -0.023 -1.502 -0.3453 0.3700 0.1240
H -2.017 -2.075 -3.990 0.2111 -0.8109 0.0300
H -1.833 -0.666 -5.002 0.7193 0.5716 -0.4207

---

No. 2
20
Properties=species:S:1:pos:R:3:forces:R:3 method="wB97M-V/def2-TZVPD" e_tot_ev=-12992.803 homo_ev=-8.30 de_lowest_kcal_mol=93.4 largest_force_ev_per_a=3.4
C -0.205 1.773 -1.826 0.1837 0.0123 -0.0610
C -0.467 0.327 -1.574 0.0902 -0.5515 1.0477
C 0.424 -0.617 -1.202 -1.6287 0.7529 -2.8653
O -0.031 -1.909 -1.082 1.6701 0.3860 0.6884
O 1.781 -0.498 -1.377 -0.2431 -0.1828 0.7432
H -0.245 1.982 -2.900 0.0060 0.1588 0.0555
H -0.970 2.382 -1.334 0.1944 0.0288 -0.0792
H 0.766 2.106 -1.445 -0.0640 0.0260 -0.0023
H -1.515 0.032 -1.600 0.2688 -0.1944 0.0688
H 0.782 -2.436 -0.989 -0.4401 -0.1903 -0.0266
H 1.958 0.352 -1.811 -0.1229 -0.3307 0.2438
C 0.045 -1.336 2.238 -0.1202 -0.2577 -1.1272
C 0.437 0.007 1.687 -1.1811 1.9689 2.2041
N -0.354 1.055 1.716 2.5564 -1.5230 -1.5733
O -1.692 0.694 1.844 -0.7326 -0.4907 0.1187
H -0.823 -1.713 1.690 0.0681 -0.0817 0.2245
H -0.217 -1.249 3.295 0.0574 0.0381 -0.1167
H 0.873 -2.035 2.105 -0.1283 -0.0136 0.1601
H 1.519 0.202 1.602 -0.6319 0.3059 -0.1735
H -2.067 0.881 0.964 0.1978 0.1386 0.4703

---

No. 3
19
Properties=species:S:1:pos:R:3:forces:R:3 method="wB97M-V/def2-TZVPD" e_tot_ev=-16682.538 homo_ev=-8.67 de_lowest_kcal_mol=35.8 largest_force_ev_per_a=4.4
C -2.625 -0.081 -1.380 3.3605 2.8001 0.8091
C -1.318 -0.925 -1.241 -0.9871 1.1085 1.2721
N -0.065 -0.216 -0.864 2.1121 -1.6498 -2.5844
H -3.419 -0.736 -1.323 -1.9192 -1.1803 0.2240
H -2.532 0.593 -0.492 -0.9723 -0.2118 -0.6836
H -2.691 0.553 -2.315 0.2510 -0.7862 0.9734
H -1.494 -1.590 -0.356 0.0377 -0.0290 -1.2308
H -1.343 -1.378 -2.191 0.9743 -1.5062 -0.9438
H 0.084 0.697 -1.259 -0.8760 0.6837 -0.2414
H 0.788 -0.698 -1.397 -2.3137 0.7785 1.6931
C 1.131 1.159 1.554 -2.7797 -2.1846 -1.8029
C 1.540 -0.328 1.548 -0.4218 -0.8689 -0.2221
S 3.206 -0.506 0.810 0.0388 0.5051 0.0815
H 1.418 1.512 0.548 0.3735 0.8352 1.0232
H 1.377 1.587 2.487 0.9428 1.1939 0.4341
H -0.010 1.194 1.485 1.2955 -0.0833 0.2909
H 0.862 -0.920 0.828 0.9682 0.9136 1.7968
H 1.619 -0.723 2.584 -0.4311 0.0427 -0.7668
H 3.472 0.807 0.974 0.3465 -0.3610 -0.1225

---

No. 4
17
Properties=species:S:1:pos:R:3:forces:R:3 method="wB97M-V/def2-TZVPD" e_tot_ev=-28592.607 homo_ev=-13.96 total_charge=+1 largest_force_ev_per_a=10.6
C 2.911 -0.729 -1.496 -5.2861 6.6841 6.2800
C 2.340 0.322 -0.716 2.7345 -7.0375 -5.0044
C 1.425 1.413 0.161 3.2326 -1.5701 -1.7720
S -0.057 0.460 0.901 0.9595 0.4960 1.7209
N 0.637 -1.058 1.469 -1.0331 1.0459 -0.8313
N -1.166 0.205 -0.438 -2.9359 -2.3311 -0.1989
C -1.776 -1.182 -0.423 -3.3392 -6.4026 4.2173
O -2.380 -1.739 0.639 4.6913 4.5142 -7.6688
F -1.681 -2.065 -1.645 0.0687 4.1186 4.1032
C -2.318 1.206 -0.393 -0.1990 8.3224 -2.4152
O -2.048 2.431 -0.911 -2.1172 -9.3452 4.1818
F -3.669 0.926 0.171 5.3989 0.2217 -2.0450
H 3.107 -1.828 -1.917 -0.1799 3.1470 1.0087
H 1.086 2.334 -0.482 0.1674 -2.0276 1.2702
H 2.121 1.779 1.053 -1.8937 -0.8518 -1.5633
H 1.528 -0.884 1.988 -0.8345 0.0831 -0.7752
H -0.060 -1.593 2.040 0.5658 0.9327 -0.5079